Record 1
One molecule with the formula C25H29N3O, computed with wB97M-V/def2-TZVPD.

Calculated values
* frontier orbital gap: 8.27 eV
* LUMO: 0.0873 eV
* total energy: -32914.968 eV
* energy above the lowest of the compared OMol25 structures with the same formula, charge and spin: 0.0103 eV

```
58
Properties=species:S:1:pos:R:3:nbo_charge:R:1
C 3.90711 4.15764 -1.22549 -0.631
C 2.58741 3.54394 -0.87318 -0.011
C 1.47550 3.75589 -1.67867 -0.207
C 0.25258 3.19336 -1.37583 -0.191
C 0.10950 2.39225 -0.24562 -0.023
C 1.21885 2.19617 0.57306 -0.219
C 2.45052 2.75661 0.27441 -0.013
C 3.62272 2.51577 1.17707 -0.632
H 3.33897 1.89179 2.02086 0.215
H 4.01252 3.45827 1.55997 0.219
H 4.42906 2.02043 0.63632 0.215
H 1.12294 1.61794 1.48117 0.204
C -1.18959 1.76525 0.03103 0.278
N -2.25451 2.34404 -0.47399 -0.440
C -3.46258 1.79016 -0.27783 0.141
C -4.58908 2.45530 -0.80783 -0.202
C -5.83998 1.93061 -0.64648 -0.198
C -6.02086 0.72237 0.04508 -0.217
C -4.95058 0.04939 0.56730 -0.191
C -3.64772 0.56503 0.42678 -0.018
C -2.48121 -0.06788 0.93179 -0.060
C -1.26966 0.55375 0.75448 -0.269
H -0.36835 0.11384 1.15116 0.217
C -2.53949 -1.39190 1.63765 0.650
O -3.42169 -1.71982 2.41115 -0.630
N -1.50758 -2.18948 1.30835 -0.640
C -1.28303 -3.49889 1.87106 -0.215
C -0.39399 -4.30854 0.93077 -0.411
H -0.88704 -4.39444 -0.03876 0.205
H -0.27069 -5.31327 1.33770 0.218
C 0.99437 -3.68093 0.75489 -0.219
N 0.92908 -2.40787 0.03817 -0.476
C 2.08115 -1.54239 0.25015 -0.224
C 3.16843 -2.01458 -0.73134 -0.430
H 3.80461 -2.76400 -0.25980 0.204
H 3.79767 -1.18737 -1.05227 0.216
C 2.36550 -2.62496 -1.89074 -0.433
H 2.49504 -2.06602 -2.81514 0.217
H 2.66572 -3.65585 -2.07684 0.207
C 0.89771 -2.55834 -1.41176 -0.228
H 0.40951 -1.67100 -1.82588 0.201
H 0.32128 -3.43530 -1.70192 0.206
H 1.77918 -0.52156 -0.00571 0.203
H 2.40458 -1.56173 1.29059 0.205
H 1.41323 -3.48787 1.74594 0.198
H 1.65280 -4.40071 0.24691 0.177
H -2.25141 -3.98654 2.01888 0.222
H -0.80253 -3.40941 2.85522 0.184
H -0.75632 -1.88109 0.69453 0.444
H -5.08741 -0.87065 1.11323 0.244
H -7.01847 0.32565 0.16412 0.214
H -6.70118 2.44357 -1.05005 0.213
H -4.42388 3.38259 -1.33417 0.223
H -0.60748 3.35770 -2.00523 0.232
H 1.57416 4.37211 -2.56135 0.208
H 4.24501 4.82266 -0.43105 0.218
H 4.66776 3.38813 -1.35645 0.216
H 3.83186 4.73018 -2.14638 0.218
```

=====

Record 2
One molecule with the formula C4H10N2O, computed with wB97M-V/def2-TZVPD.

Calculated values
* frontier orbital gap: 9.79 eV
* LUMO: 0.8200 eV
* total energy: -9336.398 eV
* energy above the lowest of the compared OMol25 structures with the same formula, charge and spin: 2.5890 eV

```
17
Properties=species:S:1:pos:R:3:nbo_charge:R:1
C 0.45670 -1.25745 -2.21559 -0.719
C -0.04413 0.01052 -1.81962 0.677
N 0.23195 0.38662 -0.43944 -0.673
C 0.39675 -0.39851 0.74498 -0.226
C -0.18154 0.38015 1.91445 -0.216
N -0.61897 1.79277 1.57564 -0.841
O -0.52255 0.86784 -2.53142 -0.580
H 1.54452 -1.59075 -1.95097 0.242
H -0.19542 -1.97470 -1.63591 0.233
H 0.41827 -1.45529 -3.23755 0.243
H 0.32508 1.35644 -0.26403 0.414
H -0.09674 -1.26944 0.81072 0.198
H 1.46378 -0.43384 1.00723 0.169
H -1.14389 -0.23157 2.01644 0.146
H 0.43271 0.14993 2.79110 0.201
H -1.14237 2.15484 2.37136 0.366
H -1.32416 1.51244 0.86261 0.365
```

=====

Record 3
An isolated ion of composition C38H60N15O8 and charge +1, computed with wB97M-V/def2-TZVPD.

Calculated values
* frontier orbital gap: 9.55 eV
* LUMO: -1.2896 eV
* total charge: +1
* total energy: -79106.509 eV

```
121
Properties=species:S:1:pos:R:3:nbo_charge:R:1
C -6.04551 -0.97884 -1.31930 -0.231
C -6.56425 0.06391 -1.59823 -0.045
C -7.10152 1.38360 -1.89839 -0.138
H -7.28598 1.46965 -2.97379 0.227
H -8.05190 1.52325 -1.35921 0.202
O -6.19572 2.42614 -1.58287 -0.531
C -5.99206 2.59689 -0.19871 -0.104
C -4.90636 3.65364 0.03634 -0.081
H -4.95152 4.38695 -0.77626 0.192
O -3.59848 3.13660 0.16918 -0.560
C -2.84614 2.97812 -1.01988 -0.087
C -3.18974 1.68746 -1.76770 -0.122
H -3.24416 0.86142 -1.04593 0.181
H -4.16051 1.78990 -2.26380 0.195
O -2.17737 1.41846 -2.72149 -0.551
C -2.61387 0.60470 -3.78432 -0.061
H -3.43274 1.10142 -4.32536 0.174
H -1.75122 0.51464 -4.44911 0.186
C -3.10352 -0.79146 -3.36332 -0.260
N -2.04472 -1.62955 -2.86877 -0.580
C -1.96390 -2.15376 -1.63262 0.628
N -1.06331 -3.13139 -1.49885 -0.638
C -0.97703 -3.66204 -0.28164 0.634
N -1.66883 -3.24105 0.78163 -0.655
C -2.54365 -2.26608 0.53296 0.637
N -2.74152 -1.68663 -0.65491 -0.647
N -3.32531 -1.86902 1.56309 -0.410
C -3.13640 -2.39439 2.89043 -0.227
C -2.28527 -1.41623 3.71882 -0.237
N -2.49496 -0.05856 3.23440 -0.427
C -1.41916 0.71835 3.02998 0.684
O -0.29010 0.37128 3.32230 -0.638
C -1.66459 2.12610 2.44744 -0.334
N -0.41172 2.61843 1.96373 -0.128
N -0.10623 2.52613 0.68858 -0.067
N 1.13103 2.86484 0.53639 -0.306
C 1.66278 3.18425 1.73350 0.108
C 0.65947 3.02361 2.67156 -0.036
H 0.64520 3.15499 3.73122 0.239
C 3.08299 3.57446 1.94262 -0.459
H 3.13327 4.32285 2.73432 0.234
H 3.63521 2.68970 2.27780 0.238
C 3.76082 4.10995 0.67679 0.112
C 5.17002 4.60211 1.00112 -0.633
H 5.13558 5.40469 1.73161 0.218
H 5.65661 4.97369 0.10273 0.217
H 5.76284 3.78356 1.40400 0.215
O 3.79841 3.10954 -0.32401 -0.804
H 4.15640 2.29816 0.10287 0.513
H 3.16585 4.92524 0.24919 0.185
H -2.35726 2.12474 1.60474 0.279
H -2.04290 2.77776 3.24014 0.240
C -3.84350 0.18263 2.77687 -0.225
H -4.01581 1.23751 2.57512 0.225
C -4.10812 -0.65788 1.50779 -0.237
H -5.17706 -0.89494 1.43953 0.205
H -3.81588 -0.11839 0.60591 0.243
H -4.52111 -0.12379 3.57995 0.206
H -1.22164 -1.63503 3.61004 0.242
H -2.55073 -1.47578 4.77937 0.204
H -2.63956 -3.35966 2.81144 0.256
H -4.12195 -2.53349 3.34498 0.196
N -0.15499 -4.71942 -0.11712 -0.403
C 0.67466 -5.20119 -1.19896 -0.232
H 0.61263 -4.47048 -2.00583 0.253
H 0.29802 -6.16481 -1.55983 0.201
C 2.11960 -5.34789 -0.69147 -0.242
N 2.33081 -4.37963 0.37055 -0.432
C 2.85858 -3.18604 0.03078 0.695
O 3.31511 -2.98125 -1.07724 -0.633
C 2.90173 -2.10219 1.12622 -0.139
N 3.95683 -1.16749 0.81388 -0.148
C 5.13499 -1.44468 0.21334 -0.039
C 5.75517 -0.22156 0.06897 0.084
N 4.93194 0.70588 0.60501 -0.310
N 3.87284 0.12779 1.05348 -0.071
C 7.00435 0.13383 -0.65918 -0.419
H 7.72810 -0.67717 -0.58421 0.235
H 7.42976 1.04023 -0.22676 0.239
C 6.67148 0.38998 -2.14836 -0.495
C 5.52847 1.36781 -2.14758 0.840
O 4.36870 1.04545 -2.32184 -0.671
O 5.89371 2.59096 -1.84246 -0.686
H 5.11537 3.12066 -1.52831 0.525
H 6.36080 -0.53503 -2.63267 0.236
H 7.53813 0.81390 -2.65185 0.243
H 5.44491 -2.42726 -0.06434 0.246
C 1.51549 -1.42863 1.25013 -0.372
C 1.21128 -0.28279 0.28332 -0.435
H 1.83974 0.55850 0.56508 0.235
C 1.39876 -0.58163 -1.20013 -0.444
C 0.93148 0.58288 -2.06392 -0.222
N 1.76700 1.78679 -1.84468 -0.755
H 1.53250 2.50234 -2.53103 0.411
H 1.61417 2.22925 -0.87230 0.466
H 2.78021 1.54670 -1.95338 0.466
H 1.01282 0.29803 -3.11434 0.204
H -0.10871 0.83736 -1.85068 0.239
H 2.44475 -0.79068 -1.42569 0.231
H 0.82026 -1.46490 -1.47660 0.232
H 0.16878 -0.00246 0.45154 0.213
H 1.41003 -1.02129 2.25785 0.246
H 0.75622 -2.20105 1.11986 0.216
H 3.15701 -2.57607 2.08316 0.228
C 1.61443 -4.74511 1.57421 -0.225
H 1.55330 -3.90708 2.26292 0.214
H 2.15439 -5.56063 2.06978 0.207
C 0.18763 -5.22348 1.18452 -0.239
H -0.55048 -4.85802 1.89672 0.254
H 0.14854 -6.31633 1.15463 0.202
H 2.83069 -5.15051 -1.49294 0.257
H 2.30059 -6.34450 -0.28323 0.200
H -1.42607 -2.05807 -3.53990 0.406
H -3.85506 -0.70293 -2.57772 0.244
H -3.56521 -1.26216 -4.23811 0.204
H -1.79962 2.93240 -0.70128 0.217
H -2.98506 3.84290 -1.67874 0.171
H -5.10824 4.15925 0.98495 0.193
H -6.93041 2.93053 0.27037 0.178
H -5.68981 1.64784 0.26649 0.180
H -5.61482 -1.91019 -1.09717 0.245
```

=====

Record 4
A 7-piece molecular cluster, C36H78F2N7O10S2 overall, computed with wB97M-V/def2-TZVPD.

Calculated values
* frontier orbital gap: 7.64 eV
* LUMO: -12.9515 eV
* total charge: +5
* total energy: -96548.268 eV
* energy above the lowest of the compared OMol25 structures with the same formula, charge and spin: 2.5611 eV

```
135
Properties=species:S:1:pos:R:3:mulliken_charge:R:1
C 3.75385 -3.56476 1.13806 -1.016
C 3.62834 -4.04059 2.55931 0.525
O 3.97597 -3.47229 3.54084 -0.382
N 2.99512 -5.43706 2.75563 -0.185
H 2.07914 -5.40482 2.30253 0.380
H 3.40233 -6.18290 2.18971 0.430
C 2.58520 -5.76329 4.16465 -0.798
H 2.74847 -3.78008 0.77143 0.368
H 4.55916 -4.12074 0.65531 0.457
H 4.02587 -2.51339 1.12018 0.202
H 1.71076 -5.21357 4.50341 0.258
H 3.42848 -5.64800 4.84020 0.373
H 2.27864 -6.80931 4.16094 0.397
C -1.03576 4.60467 0.38642 -0.305
C -1.39875 5.53923 -0.74888 0.210
O -1.48799 5.22323 -1.88390 -0.390
N -1.32677 7.03878 -0.35102 -0.150
H -0.97838 7.07864 0.60266 0.361
H -0.54717 7.27222 -0.96557 0.411
C -2.50212 7.91529 -0.70843 -0.752
H -1.30017 5.04858 1.34316 0.528
H -0.01506 4.25208 0.23193 0.111
H -1.58825 3.69126 0.15962 -0.055
H -2.91644 7.60874 -1.66746 0.344
H -1.92887 8.81873 -0.90861 0.370
H -3.25014 7.90199 0.07757 0.325
C 1.07448 -1.14024 -4.67101 -0.521
C -0.21211 -0.36725 -4.75722 0.526
O -0.25092 0.77604 -4.41453 -0.442
N -1.38654 -1.00584 -5.43668 -0.020
H -1.61252 -0.63398 -6.35780 0.403
H -1.18820 -2.00346 -5.44354 0.416
C -2.69711 -0.80248 -4.63282 -0.889
H 1.37093 -1.28377 -5.71559 0.600
H 0.84075 -2.13683 -4.29270 0.449
H 1.83618 -0.55560 -4.17136 -0.591
H -3.38226 -1.40761 -5.22076 0.421
H -2.71537 0.25138 -4.37100 0.408
H -2.57272 -1.33181 -3.68676 0.257
C 1.85205 3.23384 -2.18288 -1.172
C 3.30146 2.88765 -2.63467 1.708
C 3.41060 3.44865 -4.10324 -1.306
C 4.79384 3.89313 -4.54067 -0.905
C 5.38280 4.88568 -3.55793 -1.186
C 5.62402 4.21421 -2.20821 0.944
N 4.35616 3.62857 -1.68790 1.065
O 4.24561 3.52841 -0.49121 -0.331
C 6.05528 5.43471 -1.35003 -1.633
C 6.77204 3.22472 -2.26319 -1.481
C 3.71596 1.43058 -2.56729 -1.112
H 1.25168 2.61663 -2.85403 0.301
H 1.63162 4.29599 -2.24753 0.757
H 1.55108 2.81441 -1.22164 -0.342
H 2.83297 4.37810 -4.18974 0.392
H 2.84476 2.94685 -4.89032 0.588
H 4.85406 4.27520 -5.55818 0.500
H 5.38892 2.97459 -4.51781 0.340
H 4.77697 5.79115 -3.60000 0.322
H 6.34700 5.08726 -4.02408 0.548
H 6.40255 5.07981 -0.38086 0.378
H 5.21259 6.12191 -1.25165 0.446
H 6.78782 6.07877 -1.83261 0.424
H 7.72430 3.61590 -2.61472 0.395
H 6.62176 2.22386 -2.66309 0.295
H 6.92792 3.05463 -1.19221 0.483
H 3.16529 0.84566 -3.30113 -0.286
H 3.62201 1.13656 -1.52025 0.593
H 4.72626 1.09194 -2.80617 0.307
C 1.64609 1.98421 1.71732 -1.505
C 1.09027 1.51955 3.06260 1.484
C -0.41173 1.97317 3.11302 -0.377
C -1.23932 1.27788 4.16029 -1.151
C -1.23354 -0.21091 3.89793 -0.975
C 0.12619 -0.91715 3.89386 1.552
N 1.08347 -0.04392 3.01617 1.186
O 2.19802 -0.49300 2.84587 -0.396
C -0.07206 -2.32722 3.30497 -1.164
C 0.74547 -1.02813 5.31056 -1.638
C 1.95564 1.84057 4.33796 -1.232
H 0.99521 1.97051 0.84057 -0.508
H 2.48573 1.36628 1.39455 0.566
H 1.99804 3.01483 1.64806 0.637
H -0.87508 1.81933 2.13820 -0.319
H -0.33166 3.05728 3.22033 0.645
H -2.29446 1.54358 4.08131 0.456
H -0.92111 1.60742 5.14980 0.439
H -1.82584 -0.57128 3.05540 -0.066
H -1.81788 -0.65169 4.71171 0.599
H 0.82539 -2.93162 3.45923 0.201
H -0.31769 -2.25343 2.24476 -0.059
H -0.83154 -2.95528 3.77045 0.492
H 0.52674 -0.14141 5.90594 0.343
H 1.82350 -1.12391 5.19799 0.380
H 0.22468 -1.82419 5.83990 0.485
H 2.73771 2.59383 4.23747 0.435
H 2.58945 0.98672 4.57048 0.283
H 1.31133 2.09842 5.17542 0.336
C -5.54785 -1.90006 0.55186 -1.518
C -4.59703 -3.11801 0.87619 1.854
C -5.11944 -3.81729 2.14427 -1.416
C -6.28540 -4.77531 1.91099 -0.701
C -5.71590 -5.84027 0.95367 -1.334
C -5.35491 -5.28878 -0.45746 1.126
N -4.43138 -4.13377 -0.26616 0.918
O -3.83018 -3.73304 -1.26725 -0.274
C -6.68269 -4.92533 -1.17168 -1.364
C -4.53271 -6.36301 -1.16698 -1.667
C -3.13978 -2.61408 1.07859 -2.337
H -5.02702 -1.46028 -0.30026 0.405
H -5.45004 -1.17405 1.35698 0.400
H -6.58608 -2.20718 0.46621 0.447
H -5.36623 -3.11094 2.94115 0.484
H -4.24214 -4.23637 2.64707 0.456
H -7.12521 -4.31338 1.38317 0.337
H -6.79712 -5.11690 2.80888 0.458
H -6.41553 -6.67337 0.89731 0.562
H -4.82983 -6.24849 1.44580 0.395
H -7.54726 -5.55492 -0.97000 0.353
H -6.48879 -5.05726 -2.23895 0.413
H -7.01197 -3.88941 -1.09495 0.362
H -5.14602 -7.25747 -1.26359 0.432
H -3.55108 -6.46163 -0.71014 0.388
H -4.41220 -6.06169 -2.20944 0.427
H -3.05425 -1.75108 1.74269 0.277
H -2.67167 -2.19521 0.18934 0.416
H -2.52106 -3.36566 1.56962 0.597
N -0.42848 -0.28505 0.37431 0.074
S 0.33840 -0.90845 -0.80280 0.725
O 0.99369 0.04791 -1.65127 -0.269
O -0.08692 -2.19036 -1.28632 -0.658
F 1.61896 -1.26040 0.17234 -0.279
S -1.46204 0.58380 -0.67825 0.520
O -2.45572 -0.22759 -1.32087 -0.441
O -0.94462 1.81497 -1.22289 -0.344
F -2.46294 1.24843 0.42204 -0.418
```

=====

Calculated E_HOMO, -8.181; -8.967; -10.837; -20.588 eV (same order as the records).